The following is a quantum chemistry calculation of BH4NO as an isolated structure, from the Open Molecules 2025 dataset.

## Properties
- E_LUMO (eV) = 0.721
- E_HOMO (eV) = -10.0
- energy relative to the best compared isomer or geometry (same formula, charge and spin) (kJ/mol) = 117.4

The geometry in ORCA input format:
```
! wB97M-V def2-TZVPD RIJCOSX def2/J DEFGRID3
* xyz 0 1
B -0.067 0.316 0.110
N -0.039 -0.798 -0.659
O -0.044 1.574 -0.336
H 0.214 0.200 1.620
H -0.183 -1.874 -0.491
H -0.432 -0.633 -1.544
H 0.039 2.242 0.224
*
```

---

The following is a quantum chemistry calculation of one molecule with the formula C5H7N, from the Open Molecules 2025 dataset.

## Properties
- E_LUMO (eV) = 1.047
- E_HOMO (eV) = -9.1
- structure (SMILES) = C#C[C@@H]1N[C@@H]1C
- energy relative to the best compared isomer or geometry (same formula, charge and spin) (kJ/mol) = 312.2

The geometry in ORCA input format:
```
! wB97M-V def2-TZVPD RIJCOSX def2/J DEFGRID3
* xyz 0 1
C 0.810 1.658 -0.062
C 0.783 0.277 0.542
N -0.219 -0.119 1.530
C -0.147 -0.853 0.259
C -1.227 -1.044 -0.695
C -1.975 -1.663 -1.413
H -0.184 2.039 -0.318
H 1.264 2.350 0.659
H 1.431 1.682 -0.963
H 1.777 -0.071 0.825
H -0.988 0.549 1.519
H 0.308 -1.833 0.382
H -2.570 -2.321 -2.008
*
```

---

The following is a quantum chemistry calculation of C5H4 as an isolated structure, from the Open Molecules 2025 dataset.

## Properties
- E_LUMO (eV) = -0.193
- E_HOMO (eV) = -7.4
- energy relative to the best compared isomer or geometry (same formula, charge and spin) (kJ/mol) = 355.7

The geometry in ORCA input format:
```
! wB97M-V def2-TZVPD RIJCOSX def2/J DEFGRID3
* xyz 0 1
C -1.354 -0.010 0.007
C -2.693 -0.114 0.182
C -0.053 -0.174 -0.035
C 1.234 -0.190 -0.008
C 2.531 -0.016 0.047
H -2.191 0.291 -0.844
H -3.634 0.329 0.514
H 3.084 0.452 -0.661
H 3.076 -0.566 0.798
*
```

---

The following is a quantum chemistry calculation of C33H36IrN6O7Si as an isolated structure, from the Open Molecules 2025 dataset.

## Properties
- E_LUMO (spin up / spin down) (eV) = -0.451 / -3.287
- E_HOMO (spin up / spin down) (eV) = -7.3 / -7.8
- energy relative to the best compared isomer or geometry (same formula, charge and spin) (kJ/mol) = 43.7

The geometry in ORCA input format:
```
! wB97M-V def2-TZVPD RIJCOSX def2/J DEFGRID3
* xyz 0 6
Ir -0.318 -0.174 0.252
O -4.499 -0.119 2.534
C -5.220 0.453 1.556
C -6.492 0.922 1.893
C -7.281 1.534 0.943
C -6.825 1.695 -0.365
C -5.569 1.236 -0.701
C -4.746 0.610 0.241
C -3.386 0.152 -0.132
O -2.695 -0.488 0.716
N -2.980 0.464 -1.370
N -1.697 0.122 -1.541
C -1.156 0.155 -2.702
C 0.259 -0.198 -2.802
C 0.895 -0.340 -4.033
C 2.215 -0.740 -4.068
C 2.883 -0.991 -2.876
C 2.196 -0.806 -1.690
N 0.927 -0.406 -1.656
H -3.641 -0.379 2.130
H -6.829 0.791 2.912
H -8.265 1.890 1.220
H -7.448 2.173 -1.109
H -5.189 1.346 -1.707
H -1.735 0.400 -3.587
H 0.338 -0.157 -4.942
H 2.720 -0.870 -5.017
H 3.911 -1.325 -2.860
H 2.666 -0.961 -0.728
O 3.512 -5.148 3.845
C 3.536 -4.048 4.327
O 3.905 -3.352 5.236
C 2.625 -3.009 3.224
C 2.757 -1.648 3.391
C 2.041 -0.862 2.502
N 1.264 -1.393 1.561
C 1.144 -2.708 1.449
C 1.838 -3.595 2.271
C 0.184 -3.216 0.378
O 0.163 -4.410 0.145
O -0.521 -2.297 -0.172
H 3.368 -1.220 4.170
H 2.079 0.219 2.532
H 1.727 -4.659 2.129
C 4.247 2.225 2.311
N 4.295 2.675 0.930
C 5.393 3.525 0.501
C 3.416 2.125 0.056
C 3.505 2.557 -1.388
O 2.565 1.323 0.429
H 4.840 2.901 2.922
H 4.637 1.210 2.419
H 3.218 2.238 2.668
H 5.770 4.070 1.364
H 5.060 4.257 -0.232
H 6.220 2.953 0.072
H 4.510 2.418 -1.789
H 3.248 3.614 -1.488
H 2.800 1.968 -1.967
C 0.899 3.907 1.901
Si -0.485 2.866 1.189
C -0.286 2.950 -0.667
C -2.163 3.566 1.593
N -0.466 1.169 1.715
C -0.780 0.814 3.042
C -1.110 -0.512 3.361
C -1.400 -0.880 4.662
C -1.375 0.058 5.687
C -1.063 1.375 5.384
C -0.770 1.751 4.083
H 0.672 4.956 1.689
H 1.836 3.666 1.397
H 1.060 3.813 2.974
H -0.047 3.989 -0.917
H -1.212 2.685 -1.180
H 0.524 2.324 -1.044
H -2.272 4.547 1.124
H -2.359 3.674 2.659
H -2.934 2.912 1.175
H -1.172 -1.257 2.579
H -1.661 -1.909 4.870
H -1.607 -0.232 6.703
H -1.050 2.127 6.163
H -0.539 2.789 3.892
*
```

---

The following is a quantum chemistry calculation of one molecule with the formula C20H27ClN2O2, from the Open Molecules 2025 dataset.

## Properties
- E_LUMO (eV) = 0.477
- E_HOMO (eV) = -7.9
- structure (SMILES) = CC(C)N1CCN(Cc2ccc(-c3ccccc3Cl)o2)C[C@H]1CCO
- energy relative to the best compared isomer or geometry (same formula, charge and spin) (kJ/mol) = 2132.1

The geometry in ORCA input format:
```
! wB97M-V def2-TZVPD RIJCOSX def2/J DEFGRID3
* xyz 0 1
C 1.487 3.310 -4.253
H 1.234 4.182 -4.684
H 2.370 3.182 -3.687
H 1.501 2.544 -5.095
C 0.024 3.004 -3.429
N 0.603 2.006 -2.480
C 0.867 0.830 -3.100
C 1.370 -0.459 -2.309
N 0.478 -0.647 -1.224
C 0.284 0.641 -0.389
H -0.178 0.392 0.317
C -0.277 1.641 -1.532
C -0.822 3.012 -0.549
H -1.036 3.631 -1.197
C 0.509 3.577 0.019
O 1.731 4.025 -0.772
H 1.681 3.231 -1.258
H 0.997 3.075 0.947
H 0.317 4.415 0.538
H -1.194 2.728 0.255
H -1.310 1.253 -1.802
H 1.495 1.094 -0.084
C 1.065 -1.722 -0.240
C 0.015 -1.982 0.733
C -1.557 -2.331 0.337
C -2.056 -2.639 1.800
C -1.117 -2.670 2.663
C -0.780 -3.437 3.903
C -1.837 -3.214 4.890
C -1.701 -3.824 6.223
C -0.439 -4.449 6.464
C 0.477 -4.324 5.537
C 0.419 -3.820 4.381
H 1.102 -3.667 3.670
H 1.512 -4.609 5.908
H -0.183 -4.894 7.495
H -2.666 -3.977 6.758
Cl -3.272 -2.599 4.648
O 0.214 -2.483 1.924
H -2.906 -2.703 1.875
H -1.999 -1.772 -0.182
H 1.464 -2.395 -0.842
H 1.845 -1.297 0.325
H 1.521 -1.211 -2.725
H 2.430 -0.043 -2.003
H 1.408 0.706 -3.877
H -0.192 0.236 -3.410
H -0.007 3.894 -2.636
C -1.022 2.605 -4.321
H -1.145 3.689 -4.905
H -0.864 1.849 -4.986
H -1.864 2.417 -3.639
*
```

---

The following is a quantum chemistry calculation of one molecule with the formula C2H4N2OS, from the Open Molecules 2025 dataset.

## Properties
- E_LUMO (eV) = -0.270
- E_HOMO (eV) = -9.1
- structure (SMILES) = N/N=C\C(O)=S
- energy relative to the best compared isomer or geometry (same formula, charge and spin) (kJ/mol) = 203.3

The geometry in ORCA input format:
```
! wB97M-V def2-TZVPD RIJCOSX def2/J DEFGRID3
* xyz 0 1
C -0.201 -0.896 0.000
C 1.023 -0.130 0.012
H -1.062 1.516 0.003
H -2.725 0.968 -0.009
H -0.049 -1.990 0.000
H 2.916 -0.341 -0.010
N -1.761 0.779 0.000
N -1.432 -0.493 0.004
O 2.087 -0.930 -0.001
S 1.204 1.519 0.002
*
```

---

The following is a quantum chemistry calculation of a 2-piece molecular cluster, CH5N overall, from the Open Molecules 2025 dataset.

## Properties
- E_LUMO (eV) = 0.965
- E_HOMO (eV) = -9.2
- energy relative to the best compared isomer or geometry (same formula, charge and spin) (kJ/mol) = 329.5

The geometry in ORCA input format:
```
! wB97M-V def2-TZVPD RIJCOSX def2/J DEFGRID3
* xyz 0 1
C 0.565 -0.006 -0.082
H 0.959 -0.830 -0.376
H 1.061 0.947 -0.709
H 0.939 -0.218 0.897
H -1.245 -0.806 0.027
H -1.406 0.991 0.494
N -0.872 -0.077 -0.251
*
```

---

energy relative to the best compared isomer or geometry (same formula, charge and spin) of number 4 (C33H36IrN6O7Si)? 43.7 kJ/mol

---

Among the records above, which one has the highest energy relative to the best compared isomer or geometry (same formula, charge and spin)? C20H27ClN2O2